No. 1
The following is a quantum chemistry calculation of a molecular structure, C25H21F11N4RuSbSe, from OMol25.

The geometry in XYZ format:
```
64
C25H21F11N4RuSbSe | OMol25 | wB97M-V/def2-TZVPD
Ru 0.03912 -0.40534 0.58070
N 1.25783 0.40176 2.36688
C 2.09904 -0.56036 3.07431
C 1.28755 -1.84212 3.25713
N 0.85334 -2.28512 1.93284
H 1.81788 1.16352 1.97553
H 0.59731 0.84069 3.01178
H 2.42068 -0.17847 4.04966
H 2.98691 -0.77196 2.47054
H 0.40223 -1.63051 3.86302
H 1.87892 -2.60911 3.77127
H 0.21046 -3.07367 2.00162
H 1.66071 -2.57382 1.37716
N -1.09813 0.08105 -1.27270
C -2.22195 0.86478 -0.81968
C -2.96150 1.62471 -1.69292
C -4.05965 2.36892 -1.24474
C -4.39295 2.36892 0.08147
C -3.64241 1.62233 1.01099
C -3.92759 1.61891 2.38961
C -3.19124 0.81773 3.22211
C -2.13093 0.07945 2.69018
N -1.78033 0.11771 1.42195
C -2.53872 0.84864 0.55931
H -1.41310 -0.72151 -1.82190
H -0.48935 0.64839 -1.86819
H -2.68956 1.65824 -2.73738
H -4.63157 2.95164 -1.94963
H -5.23103 2.94767 0.43212
H -4.71747 2.24666 2.76618
H -3.39108 0.76560 4.27988
H -1.54768 -0.55943 3.34200
F 0.14292 -6.98670 -3.29272
C -0.34949 -6.04969 -2.49639
C 0.43009 -4.94552 -2.15266
F 1.67092 -4.81910 -2.61358
C -0.09819 -3.97069 -1.32502
F 0.64152 -2.88478 -1.00110
C -1.39009 -4.04934 -0.81529
Se -2.07983 -2.67763 0.28349
C -2.15624 -5.16078 -1.17334
F -3.39834 -5.24952 -0.70722
C -1.65090 -6.15650 -2.00120
F -2.39920 -7.20418 -2.32961
F 0.17870 2.10806 0.23172
Sb -0.03561 3.79494 1.30649
F -0.66161 2.54215 2.65907
F 1.73085 3.38678 1.93420
F -0.29899 5.21480 2.48929
F 0.67613 4.66055 -0.20689
F -1.77926 3.85629 0.54480
C 1.68409 -0.28065 -0.44740
C 2.42798 0.42558 -1.13414
C 3.23169 1.28397 -1.88588
C 2.73616 2.57678 -2.16378
C 3.49380 3.45236 -2.90426
C 4.74603 3.07285 -3.37744
C 5.24398 1.80282 -3.10216
C 4.50162 0.91066 -2.36445
H 1.77332 2.87467 -1.77772
H 3.11266 4.43789 -3.11939
H 5.32599 3.76759 -3.96384
H 6.21685 1.51728 -3.47143
H 4.87667 -0.07684 -2.14324
```

Calculated values
spin multiplicity: 5
DFT total energy: -136579.3493 eV
net charge: +1
gap between HOMO and LUMO (alpha / beta): 7.3 / 4.5 eV
maximum force: 1.78 eV Å⁻¹
highest occupied orbital energy (alpha / beta): -10.74 / -10.69 eV
expectation value of S²: 6.05
energy relative to the best compared isomer or geometry (same formula, charge and spin): 0.0 kcal/mol
E_LUMO (alpha / beta): -3.47 / -6.21 eV

Atom charges from the Mulliken analysis, given in e for atoms 1 to 6: 0.7257 -0.1445 -0.7281 -0.6492 -0.2724 0.1885



No. 2
The following is a quantum chemistry calculation of 2 unconnected molecules or ions with the total composition C2H8NS, from OMol25.

The geometry in XYZ format:
```
12
C2H8NS | OMol25 | wB97M-V/def2-TZVPD
S 0.08207 0.99877 -1.56196
H 1.44029 0.99188 -1.99723
C 0.01117 0.11227 1.95095
N 0.46841 -0.96732 1.08009
C -0.68589 -1.28255 0.12828
H 0.84488 0.66339 2.54903
H -0.61345 -0.20468 2.75500
H -0.48679 0.92430 1.56007
H 1.28350 -0.70542 0.58645
H -0.98539 -0.37985 -0.44000
H -0.41185 -1.96023 -0.69385
H -1.61497 -1.51673 0.63594
```

Calculated values
DFT total energy: -14528.5752 eV
net charge: -1
gap between HOMO and LUMO: 6.8 eV
maximum force: 3.78 eV Å⁻¹
highest occupied orbital energy: -2.47 eV
energy relative to the best compared isomer or geometry (same formula, charge and spin): 35.0 kcal/mol
E_LUMO: 4.35 eV

Atom charges from the Mulliken analysis, given in e for atoms 1 to 6: -0.8414 -0.0360 -0.9264 -0.4330 -0.8069 0.2774



No. 3
The following is a quantum chemistry calculation of 3 unconnected molecules or ions with the total composition C5H15N2O, from OMol25.

The geometry in XYZ format:
```
23
C5H15N2O | OMol25 | wB97M-V/def2-TZVPD
C 0.87392 -2.14328 0.33930
C 1.21231 -0.70034 0.75391
C 0.74258 0.44134 -0.15014
C 0.24220 1.55368 0.45378
C 0.52408 1.42568 -2.40497
N 0.89167 0.32472 -1.48754
N -0.50744 -2.31120 0.00599
H 1.09369 -2.83466 1.16879
H 1.49670 -2.46521 -0.50717
H 0.79763 -0.52976 1.74818
H 2.29400 -0.58985 0.85600
H -1.41093 2.78857 2.54232
H 0.00193 2.52203 -0.00223
H -0.52776 1.69450 -2.31893
H 0.75233 1.10292 -3.41402
H 1.12670 2.30116 -2.20259
H 0.48511 -0.53380 -1.84959
H -0.87519 -3.26606 -0.07718
H -1.20334 -1.68971 0.51820
H -1.91172 2.93333 2.00631
H -1.46700 0.48018 1.03329
H -2.72071 -0.14560 1.73580
O -1.91077 -0.35865 1.25249
```

Calculated values
spin multiplicity: 2
DFT total energy: -10431.5173 eV
net charge: +2
gap between HOMO and LUMO (alpha / beta): 8.6 / 7.7 eV
maximum force: 2.59 eV Å⁻¹
highest occupied orbital energy (alpha / beta): -19.24 / -19.69 eV
expectation value of S²: 1.63
energy relative to the best compared isomer or geometry (same formula, charge and spin): 162.6 kcal/mol
E_LUMO (alpha / beta): -10.66 / -12.01 eV

Atom charges from the Mulliken analysis, given in e for atoms 1 to 6: -0.6170 -0.6507 0.6758 -0.8558 -1.0177 -0.0144



No. 4
The following is a quantum chemistry calculation of a molecular structure, C19H25MoN2Si, from OMol25.

The geometry in XYZ format:
```
48
C19H25MoN2Si | OMol25 | wB97M-V/def2-TZVPD
C 1.89797 1.36175 -2.43604
Mo -0.40586 0.05867 -2.38783
N -1.59629 -1.73657 -2.76020
N -0.18736 0.25065 -4.54598
H -2.58701 -1.61026 -2.51450
H 2.39393 0.38247 -2.43642
H 2.28687 1.91579 -1.57896
H 0.76582 1.52288 -2.38887
H 2.22590 1.87399 -3.34623
H -1.05531 0.42983 -5.05002
H 0.20997 -0.61042 -4.91267
H 0.45644 0.98457 -4.83513
H -1.52361 -2.04341 -3.72925
H -1.21455 -2.45266 -2.13842
C -1.07650 4.14297 1.98145
C 0.14381 3.97971 1.30792
C 0.47449 2.73645 0.74034
C -0.42536 1.66122 0.83239
C -1.63020 1.82184 1.52944
C -1.95186 3.06289 2.09603
Si 0.01014 0.03249 0.01064
C 1.62767 -0.43154 0.82279
C 2.79546 -0.72997 0.10531
C 3.99035 -0.96312 0.78935
C 4.00759 -0.98416 2.19345
C 2.83221 -0.74093 2.90754
C 1.64249 -0.45621 2.22461
C -1.26160 -1.24191 0.52858
C -0.84768 -2.41264 1.18751
C -1.79290 -3.35547 1.60873
C -3.15507 -3.16038 1.33603
C -3.56287 -2.02780 0.63408
C -2.62592 -1.05845 0.23658
H -1.34331 5.12342 2.38542
H 0.83989 4.81490 1.20084
H 1.43473 2.60229 0.22473
H -2.31707 0.98448 1.63136
H -2.90979 3.18420 2.60662
H 2.77526 -0.77759 -0.98398
H 4.90710 -1.13454 0.21531
H 4.93896 -1.19188 2.71937
H 2.82037 -0.76947 3.99213
H 0.72109 -0.25407 2.78453
H 0.22033 -2.59290 1.36405
H -1.46640 -4.24916 2.13432
H -3.89332 -3.90769 1.63965
H -4.61841 -1.87343 0.37280
H -2.97058 -0.16083 -0.29941
```

Calculated values
spin multiplicity: 3
DFT total energy: -32812.7051 eV
net charge: +1
gap between HOMO and LUMO (alpha / beta): 5.7 / 6.1 eV
maximum force: 1.68 eV Å⁻¹
highest occupied orbital energy (alpha / beta): -10.23 / -10.45 eV
expectation value of S²: 2.01
E_LUMO (alpha / beta): -4.57 / -4.31 eV

Atom charges from the Mulliken analysis, given in e for atoms 1 to 6: -1.1247 0.2181 -0.7827 -0.7922 0.2887 0.4137